[1]
{"formula": "C18H16N7O10ReS", "method": "the ωB97M-V functional and the def2-TZVPD basis", "total_charge": 1, "spin_multiplicity": 4, "largest_force_ha_per_bohr": 0.007, "total_energy_ev": -62785.1987, "homo_ev": [-12.31, -12.31], "elements": ["Re", "C", "C", "C", "C", "C", "C", "C", "S", "O", "O", "N", "C", "C", "O", "O", "H", "H", "H", "H", "H", "H", "H", "H", "H", "N", "C", "N", "N", "C", "N", "H", "H", "H", "H", "O", "C", "O", "C", "C", "C", "C", "C", "C", "N", "O", "O", "N", "O", "O", "H", "H", "H"], "coordinates": [[-0.893, 1.929, 0.496], [1.052, -1.067, -6.172], [1.244, -0.415, -4.834], [1.271, 0.976, -4.719], [1.416, 1.588, -3.489], [1.521, 0.792, -2.356], [1.516, -0.593, -2.440], [1.380, -1.187, -3.682], [1.727, 1.532, -0.789], [2.976, 2.205, -0.673], [1.311, 0.557, 0.217], [0.480, 2.643, -0.673], [0.775, 4.065, -0.581], [0.318, 4.532, 0.816], [0.560, 5.598, 1.275], [-0.415, 3.577, 1.429], [1.424, -0.436, -6.977], [-0.010, -1.247, -6.352], [1.563, -2.028, -6.218], [1.180, 1.586, -5.609], [1.444, 2.668, -3.415], [1.630, -1.190, -1.545], [1.383, -2.268, -3.760], [0.211, 4.631, -1.323], [1.838, 4.264, -0.713], [-2.993, 1.946, 6.702], [-2.333, 1.478, 5.650], [-1.277, 0.693, 5.819], [-2.809, 1.850, 4.453], [-2.293, 1.681, 3.319], [-1.976, 1.571, 2.193], [-2.750, 1.700, 7.645], [-3.762, 2.576, 6.544], [-0.958, 0.446, 6.741], [-0.830, 0.230, 5.040], [-2.151, -0.897, -2.193], [-1.681, -0.663, -1.125], [-1.679, 0.596, -0.612], [-1.005, -1.695, -0.277], [-0.556, -2.859, -0.889], [0.152, -3.776, -0.137], [0.423, -3.599, 1.207], [-0.056, -2.438, 1.779], [-0.769, -1.494, 1.070], [0.223, -2.155, 3.195], [0.766, -3.002, 3.855], [-0.116, -1.052, 3.608], [0.675, -4.990, -0.807], [0.551, -5.047, -2.011], [1.190, -5.827, -0.102], [-0.740, -3.034, -1.940], [0.987, -4.329, 1.768], [-1.131, -0.624, 1.592]]}

=====

[2]
{"formula": "C3F4IN", "method": "the ωB97M-V functional and the def2-TZVPD basis", "largest_force_ha_per_bohr": 0.073, "total_energy_ev": -23567.7486, "homo_ev": [-10.38, -10.36], "elements": ["C", "C", "C", "N", "F", "F", "F", "F", "I"], "coordinates": [[0.606, -1.578, -0.060], [-0.055, -0.383, 0.041], [0.692, 0.856, -0.030], [1.160, -2.598, -0.146], [-3.340, 0.032, 1.186], [1.413, 1.251, 0.990], [-0.070, 1.879, -0.516], [1.581, 0.624, -1.059], [-1.986, -0.082, -0.404]]}

=====

[3]
{"formula": "C22H24N4O3S", "method": "the ωB97M-V functional and the def2-TZVPD basis", "largest_force_ha_per_bohr": 0.032, "total_energy_ev": -46141.5449, "smiles": "CCCCOc1ccc(N(CC(=O)NCc2ccccc2)C(=O)c2csnn2)cc1", "homo_ev": -8.25, "elements": ["C", "C", "C", "C", "O", "C", "C", "C", "C", "C", "C", "H", "H", "N", "C", "O", "C", "C", "S", "N", "N", "H", "C", "H", "H", "C", "O", "N", "H", "C", "C", "C", "C", "C", "C", "C", "H", "H", "H", "H", "H", "H", "H", "H", "H", "H", "H", "H", "H", "H", "H", "H", "H", "H"], "coordinates": [[-2.473, 4.228, -5.200], [-1.101, 4.891, -5.245], [-0.016, 4.074, -4.543], [0.342, 2.793, -5.300], [1.398, 2.083, -4.681], [1.159, 1.364, -3.556], [-0.091, 1.132, -2.988], [-0.206, 0.368, -1.841], [0.921, -0.172, -1.241], [2.170, 0.028, -1.823], [2.287, 0.793, -2.961], [3.248, 0.960, -3.420], [3.047, -0.421, -1.379], [0.797, -0.962, -0.071], [1.489, -0.729, 1.060], [1.446, -1.475, 2.032], [2.286, 0.522, 1.098], [3.484, 0.682, 1.760], [3.964, 2.307, 1.604], [2.591, 2.663, 0.734], [1.846, 1.677, 0.556], [4.055, -0.052, 2.288], [-0.108, -2.099, -0.113], [-0.275, -2.373, -1.155], [0.358, -2.930, 0.426], [-1.462, -1.769, 0.539], [-2.472, -1.603, -0.114], [-1.391, -1.670, 1.873], [-0.501, -1.825, 2.331], [-2.545, -1.382, 2.701], [-2.933, -2.589, 3.515], [-3.388, -3.732, 2.868], [-3.725, -4.860, 3.594], [-3.611, -4.856, 4.975], [-3.158, -3.722, 5.625], [-2.816, -2.594, 4.897], [-2.461, -1.711, 5.408], [-3.067, -3.715, 6.701], [-3.876, -5.736, 5.542], [-4.079, -5.743, 3.083], [-3.478, -3.728, 1.792], [-2.318, -0.534, 3.354], [-3.356, -1.108, 2.019], [-1.180, 0.191, -1.412], [-0.989, 1.540, -3.423], [-0.533, 2.145, -5.426], [0.728, 3.045, -6.292], [0.893, 4.674, -4.457], [-0.340, 3.823, -3.531], [-1.166, 5.864, -4.755], [-0.811, 5.061, -6.284], [-2.761, 4.017, -4.173], [-2.480, 3.296, -5.761], [-3.222, 4.886, -5.635]]}

=====

[4]
{"formula": "C5H7NS", "method": "the ωB97M-V functional and the def2-TZVPD basis", "largest_force_ha_per_bohr": 0.013, "total_energy_ev": -17622.1623, "smiles": "C1[C@@H]2S[C@@H]2[C@H]2CN12", "homo_ev": -8.80, "elements": ["C", "C", "C", "C", "C", "H", "H", "H", "H", "H", "H", "H", "N", "S"], "coordinates": [[0.042, 1.301, -0.339], [1.137, 0.596, 0.464], [0.923, -0.861, 0.351], [-0.302, -1.047, -0.512], [-1.547, -0.509, 0.074], [-0.542, 1.961, 0.322], [0.466, 1.915, -1.134], [1.476, 1.055, 1.401], [1.078, -1.531, 1.171], [-0.287, -1.829, -1.242], [-1.512, -0.173, 1.113], [-2.511, -0.874, -0.238], [-0.817, 0.262, -0.924], [2.397, -0.265, -0.507]]}

=====

[5]
{"formula": "C2H10N3", "method": "the ωB97M-V functional and the def2-TZVPD basis", "total_charge": 1, "largest_force_ha_per_bohr": 0.041, "total_energy_ev": -6699.6626, "smiles": "NC[NH2+]CN", "homo_ev": -14.36, "elements": ["C", "N", "H", "H", "H", "H", "N", "C", "N", "H", "H", "H", "H", "H", "H"], "coordinates": [[-0.909, -0.491, -0.702], [-1.231, -1.869, -0.706], [-0.328, -0.185, -1.573], [-1.816, 0.119, -0.705], [-0.616, -2.549, -1.121], [-2.191, -2.021, -0.967], [-0.213, -0.067, 0.575], [1.224, 0.512, 0.391], [1.164, 1.934, 0.442], [-0.346, -0.929, 1.127], [-0.792, 0.614, 1.069], [1.782, 0.166, 1.256], [1.489, 0.170, -0.598], [1.244, 2.228, 1.386], [1.624, 2.439, -0.272]]}

=====

[6]
{"formula": "C18H18F5NO5SSeSiTi", "method": "the ωB97M-V functional and the def2-TZVPD basis", "total_charge": -2, "largest_force_ha_per_bohr": 0.016, "total_energy_ev": -151454.3119, "homo_ev": [0.31, 0.18], "elements": ["Ti", "O", "C", "O", "C", "C", "C", "C", "C", "N", "C", "O", "O", "H", "H", "H", "F", "C", "C", "F", "C", "F", "C", "S", "C", "F", "C", "F", "C", "C", "O", "H", "H", "H", "H", "H", "H", "C", "Si", "C", "C", "Se", "H", "H", "H", "H", "H", "H", "H", "H", "H"], "coordinates": [[0.014, 0.677, 0.016], [-2.447, -0.788, -2.890], [-1.944, -0.311, -1.878], [-0.685, 0.039, -1.742], [-2.699, -0.013, -0.646], [-4.031, -0.228, -0.417], [-4.615, 0.156, 0.800], [-3.799, 0.800, 1.735], [-2.467, 1.008, 1.471], [-1.877, 0.558, 0.307], [-1.489, 1.718, 2.312], [-1.742, 2.256, 3.386], [-0.309, 1.706, 1.731], [-4.606, -0.695, -1.208], [-5.662, -0.027, 1.001], [-4.185, 1.160, 2.681], [-5.123, -3.622, 0.780], [-3.835, -3.229, 0.757], [-3.272, -2.614, 1.858], [-4.019, -2.420, 2.958], [-1.951, -2.216, 1.822], [-1.456, -1.634, 2.920], [-1.137, -2.398, 0.700], [0.479, -1.737, 0.632], [-1.744, -3.027, -0.386], [-1.051, -3.257, -1.504], [-3.064, -3.440, -0.364], [-3.611, -4.048, -1.430], [3.867, 0.881, 2.871], [2.926, 0.040, 2.028], [2.014, 0.856, 1.301], [4.580, 0.241, 3.397], [3.305, 1.445, 3.620], [4.416, 1.590, 2.253], [2.371, -0.670, 2.647], [3.477, -0.543, 1.288], [1.598, 1.471, 1.916], [2.353, -0.128, -2.611], [2.726, 1.696, -2.341], [2.988, 2.470, -4.049], [4.407, 1.767, -1.472], [1.153, 2.809, -1.228], [3.127, -0.588, -3.236], [1.378, -0.267, -3.081], [2.316, -0.676, -1.663], [3.790, 1.967, -4.601], [3.242, 3.529, -3.954], [2.066, 2.399, -4.632], [5.189, 1.278, -2.065], [4.332, 1.259, -0.511], [4.704, 2.801, -1.281]]}

=====

[7]
{"formula": "C5H15NO", "method": "the ωB97M-V functional and the def2-TZVPD basis", "largest_force_ha_per_bohr": 0.093, "total_energy_ev": -8963.7392, "smiles": "CNCC(C)C.O", "homo_ev": -8.76, "elements": ["C", "N", "C", "C", "C", "C", "H", "H", "H", "H", "H", "H", "H", "H", "H", "H", "H", "H", "H", "H", "H", "O"], "coordinates": [[-2.098, -0.401, 0.658], [-0.622, -0.772, 0.573], [-0.265, -0.777, -0.877], [1.306, -1.103, -0.897], [1.991, 0.147, -0.313], [1.658, -1.356, -2.321], [-2.523, 0.095, -0.301], [-2.848, -1.277, 0.835], [-2.414, 0.191, 1.655], [-0.339, -1.663, 0.972], [-0.744, -1.562, -1.382], [-0.532, 0.281, -1.314], [1.365, -1.853, -0.181], [3.036, 0.151, 0.016], [2.021, 1.027, -0.994], [1.404, 0.400, 0.642], [2.894, -1.304, -2.449], [1.445, -2.372, -2.725], [1.301, -0.587, -3.056], [-1.327, 4.654, 4.077], [-2.608, 3.705, 3.926], [-2.101, 4.375, 3.456]]}

=====

[8]
{"formula": "C5H13NO2P", "method": "the ωB97M-V functional and the def2-TZVPD basis", "total_charge": 1, "largest_force_ha_per_bohr": 0.061, "total_energy_ev": -20261.8625, "homo_ev": -13.29, "elements": ["C", "C", "C", "C", "C", "N", "O", "O", "P", "H", "H", "H", "H", "H", "H", "H", "H", "H", "H", "H", "H", "H"], "coordinates": [[-0.435, -2.131, -0.543], [0.917, -1.699, 0.964], [0.506, -0.969, -0.299], [-1.962, 1.583, -0.616], [-0.126, 1.837, 1.734], [1.519, -0.604, -1.301], [0.795, 1.881, -0.895], [-0.074, -2.695, 0.716], [-0.264, 1.344, -0.009], [-1.504, -1.920, -0.605], [-0.147, -2.780, -1.379], [1.933, -2.113, 0.954], [0.749, -1.188, 1.915], [-2.017, 1.311, -1.668], [-2.675, 1.007, -0.035], [-2.180, 2.649, -0.520], [-0.304, 2.915, 1.769], [-0.857, 1.328, 2.353], [0.881, 1.642, 2.096], [2.460, -0.941, -1.067], [1.521, 0.478, -1.324], [1.263, -0.937, -2.238]]}